*i*
Molecular formula: CH3F2OP
Method: DFT, ωB97M-V/def2-TZVPD

E_LUMO = 0.0180 Ha
gap between HOMO and LUMO = 8.988 eV
highest occupied orbital energy = -8.5 eV

```
8
Properties=species:S:1:pos:R:3:nbo_charge:R:1
C 1.32 0.19 0.32 0.411
O -1.81 0.11 -0.69 -0.986
F 1.08 1.34 -0.40 -0.370
F 1.31 0.39 1.67 -0.345
P -0.85 -1.07 -0.12 0.723
H 2.19 -0.18 -0.22 0.146
H -1.98 0.12 -1.69 0.511
H -1.27 -0.92 1.14 -0.090
```

*ii*
Molecular formula: CH3F2OP
Method: DFT, ωB97M-V/def2-TZVPD

E_LUMO = 0.0270 Ha
gap between HOMO and LUMO = 10.022 eV
highest occupied orbital energy = -9.3 eV
SMILES = OPC(F)F

```
8
Properties=species:S:1:pos:R:3:nbo_charge:R:1
C -0.68 -0.54 0.50 0.315
O 1.22 0.53 -1.12 -0.963
F -2.02 -0.39 0.53 -0.353
F -0.36 -1.30 -0.56 -0.350
P 0.33 1.14 0.03 0.804
H -0.47 -1.02 1.52 0.135
H 0.82 0.52 -1.96 0.503
H 1.15 1.05 1.06 -0.091
```

Which of them is least stable? Easy: *i*.

*i*
Molecular formula: C8H12Cl2Si
Method: DFT, ωB97M-V/def2-TZVPD

E_LUMO (alpha / beta) = -0.0550 / 0.0006 Ha
gap between HOMO and LUMO (alpha / beta) = 6.403 / 8.278 eV
highest occupied orbital energy (alpha / beta) = -7.9 / -8.3 eV

```
23
Properties=species:S:1:pos:R:3:nbo_charge:R:1
C -1.08 -0.88 -0.89 -0.231
C 0.05 -0.55 -1.61 -0.012
C -0.21 0.07 1.25 -0.375
C 1.14 0.13 0.42 -0.470
C -0.62 1.41 -0.57 -0.443
C -1.27 0.17 0.12 -0.247
C 0.62 0.64 -0.86 0.079
C 0.83 -1.30 -2.59 -0.654
Si 4.15 1.45 1.12 0.932
Cl 4.79 3.19 0.03 -0.408
Cl 4.28 -0.21 -0.04 -0.373
H -1.81 -1.74 -1.06 0.221
H -0.20 -0.96 1.77 0.206
H -0.30 0.88 1.86 0.200
H 1.75 0.85 0.89 0.193
H 1.78 -0.74 0.35 0.222
H -1.31 1.62 -1.35 0.218
H -0.57 2.25 0.01 0.202
H -2.35 0.29 0.52 0.215
H 1.89 -1.32 -2.43 0.231
H 0.76 -0.66 -3.49 0.227
H 0.28 -2.26 -2.78 0.220
H 5.05 1.45 2.41 -0.153
```

*ii*
Molecular formula: C8H12Cl2Si
Method: DFT, ωB97M-V/def2-TZVPD

E_LUMO = -0.0350 Ha
gap between HOMO and LUMO = 7.523 eV
highest occupied orbital energy = -8.5 eV

```
23
Properties=species:S:1:pos:R:3:nbo_charge:R:1
C 0.30 -1.43 -0.85 0.069
C 1.33 -0.83 -0.51 -0.084
C 4.09 2.61 -1.59 -0.385
C 4.12 1.29 -1.60 -0.627
C -3.69 0.05 1.92 -0.596
C -1.17 -1.45 -0.74 -0.486
C -3.17 -0.51 0.58 -0.419
C -1.67 -0.92 0.63 -0.384
Si 5.03 0.29 -0.09 0.839
Cl 3.81 1.35 1.28 -0.487
Cl 3.11 -1.32 -0.28 0.054
H 3.69 3.22 -2.37 0.195
H 4.61 3.04 -0.75 0.183
H 3.55 0.71 -2.21 0.185
H -2.96 0.83 2.39 0.208
H -4.64 0.42 1.78 0.210
H -3.72 -0.74 2.72 0.202
H -1.47 -2.50 -0.92 0.236
H -1.45 -1.02 -1.63 0.236
H -3.82 -1.25 0.13 0.207
H -3.44 0.18 -0.19 0.205
H -0.92 -0.17 1.06 0.231
H -1.52 -1.86 1.24 0.209
```

Which of them is least stable? Easy: *ii*.

*i*
Molecular formula: C4H11N2
Method: DFT, ωB97M-V/def2-TZVPD

E_LUMO = -0.1464 Ha
gap between HOMO and LUMO = 10.278 eV
highest occupied orbital energy = -14.3 eV
charge = +1

```
17
Properties=species:S:1:pos:R:3:nbo_charge:R:1
C -2.49 0.37 0.45 -0.068
C -0.84 -0.62 -0.06 0.202
C -2.34 1.38 1.26 -0.382
C 1.33 -1.85 -0.22 -0.428
N 0.46 -0.64 -0.17 -0.473
N 1.83 1.35 -0.93 -1.085
H -3.25 -0.25 0.12 0.221
H -1.33 -1.61 0.00 0.169
H 1.02 0.22 -0.35 0.425
H -1.40 1.77 1.73 0.245
H -3.25 1.83 1.66 0.249
H 1.76 -1.94 0.76 0.237
H 0.63 -2.78 -0.27 0.237
H 2.04 -1.64 -1.03 0.230
H 2.59 0.74 -1.05 0.391
H 1.97 1.92 -0.13 0.401
H 1.28 1.75 -1.77 0.430
```

*ii*
Molecular formula: C4H11N2
Method: DFT, ωB97M-V/def2-TZVPD

E_LUMO = -0.1297 Ha
gap between HOMO and LUMO = 11.757 eV
highest occupied orbital energy = -15.3 eV
SMILES = CCCNC=[NH2+]
charge = +1

```
17
Properties=species:S:1:pos:R:3:nbo_charge:R:1
C -0.66 -1.33 1.23 -0.640
C 0.57 -1.41 0.29 -0.443
C 0.34 -0.81 -1.07 -0.211
N -0.17 0.60 -1.07 -0.494
C 0.16 1.44 -0.15 0.394
N -0.19 2.71 -0.11 -0.716
H -0.36 -0.81 2.15 0.217
H -1.51 -0.78 0.85 0.212
H -0.91 -2.31 1.62 0.248
H 1.46 -1.02 0.78 0.211
H 0.85 -2.46 0.17 0.256
H 1.26 -0.83 -1.64 0.223
H -0.39 -1.34 -1.61 0.221
H -0.66 0.83 -1.92 0.429
H 0.68 1.04 0.71 0.232
H -0.01 3.29 0.69 0.438
H -0.47 3.20 -0.94 0.423
```

Which of them is least stable? Easy: *i*.

*i*
Molecular formula: C4H11N2
Method: DFT, ωB97M-V/def2-TZVPD

E_LUMO (alpha / beta) = -0.1977 / -0.1847 Ha
gap between HOMO and LUMO (alpha / beta) = 8.288 / 8.575 eV
highest occupied orbital energy (alpha / beta) = -13.7 / -13.6 eV
charge = +1

```
17
Properties=species:S:1:pos:R:3:nbo_charge:R:1
C 0.09 -0.88 0.12 0.272
C 1.70 -2.41 -0.87 -0.445
C -1.33 1.44 1.37 -0.451
C -1.11 1.58 -1.01 -0.491
N 1.05 -1.17 -0.61 -0.476
N -0.52 1.32 0.24 -0.161
H -0.44 -1.70 0.62 0.189
H 1.44 -3.16 -0.15 0.248
H 1.31 -2.84 -1.97 0.242
H 2.74 -2.11 -1.17 0.253
H -2.39 0.97 1.13 0.191
H -1.33 2.58 1.42 0.269
H -0.93 1.11 2.23 0.227
H -0.20 1.70 -1.63 0.218
H -1.77 2.50 -0.89 0.257
H -1.68 0.69 -1.38 0.232
H 1.42 -0.46 -1.26 0.427
```

*ii*
Molecular formula: C4H11N2
Method: DFT, ωB97M-V/def2-TZVPD

E_LUMO = -0.1270 Ha
gap between HOMO and LUMO = 8.450 eV
highest occupied orbital energy = -11.9 eV
SMILES = N/C=C/CC[NH3+]
charge = +1

```
17
Properties=species:S:1:pos:R:3:nbo_charge:R:1
C 1.54 0.12 0.51 -0.201
C 0.30 0.22 1.39 -0.465
C -0.97 0.09 0.53 -0.423
C -1.28 0.96 -0.47 0.044
N -1.83 0.51 -1.65 -0.771
N 1.37 -1.15 -0.37 -0.693
H 1.51 0.89 -0.25 0.228
H 2.40 0.01 1.15 0.237
H 0.28 1.14 1.98 0.256
H 0.21 -0.60 2.11 0.226
H -1.60 -0.75 0.78 0.222
H -1.38 2.04 -0.32 0.222
H -2.27 -0.41 -1.56 0.384
H -2.45 1.18 -2.09 0.390
H 1.32 -0.90 -1.36 0.449
H 0.60 -1.68 0.01 0.457
H 2.26 -1.66 -0.37 0.439
```

Which of them is least stable? Easy: *i*.

*i*
Molecular formula: C4H11N2
Method: DFT, ωB97M-V/def2-TZVPD

E_LUMO = -0.1509 Ha
gap between HOMO and LUMO = 11.303 eV
highest occupied orbital energy = -15.4 eV
charge = +1

```
17
Properties=species:S:1:pos:R:3:nbo_charge:R:1
C -0.28 0.74 1.09 -0.249
C -0.99 0.91 -0.26 -0.432
C -0.59 -0.20 -1.31 -0.266
C 0.56 -2.00 -0.40 0.068
N 0.63 -0.88 -0.95 -0.442
N 1.21 0.72 0.90 -0.800
H -0.70 -0.22 1.47 0.214
H -0.58 1.64 1.77 0.241
H -2.09 0.66 -0.12 0.250
H -0.95 1.93 -0.60 0.231
H -1.41 -0.83 -1.56 0.225
H -0.44 0.37 -2.22 0.240
H -0.32 -2.55 -0.04 0.204
H 1.52 -2.42 -0.12 0.199
H 1.65 0.62 1.87 0.427
H 1.43 -0.20 -0.15 0.478
H 1.36 1.71 0.63 0.411
```

*ii*
Molecular formula: C4H11N2
Method: DFT, ωB97M-V/def2-TZVPD

E_LUMO = -0.1370 Ha
gap between HOMO and LUMO = 9.256 eV
highest occupied orbital energy = -13.0 eV
SMILES = CC/C([NH3+])=C/N
charge = +1

```
17
Properties=species:S:1:pos:R:3:nbo_charge:R:1
C -1.84 -1.38 0.01 -0.618
C -0.76 -0.67 -0.86 -0.419
C 0.21 0.15 -0.03 -0.022
C 0.36 1.46 -0.34 0.069
N 1.20 2.28 0.37 -0.814
N 1.27 -0.57 0.64 -0.677
H -2.40 -2.10 -0.60 0.234
H -2.68 -0.68 0.16 0.229
H -1.45 -1.87 0.88 0.198
H -0.20 -1.55 -1.24 0.193
H -1.26 -0.11 -1.64 0.248
H -0.17 2.00 -1.11 0.235
H 1.55 2.10 1.29 0.391
H 1.67 3.01 -0.14 0.414
H 1.43 -1.48 0.22 0.455
H 2.09 0.05 0.75 0.443
H 0.99 -0.66 1.62 0.441
```

*iii*
Molecular formula: C4H11N2
Method: DFT, ωB97M-V/def2-TZVPD

E_LUMO (alpha / beta) = -0.1783 / -0.1783 Ha
gap between HOMO and LUMO (alpha / beta) = 9.948 / 9.948 eV
highest occupied orbital energy (alpha / beta) = -14.8 / -14.8 eV
charge = +1

```
17
Properties=species:S:1:pos:R:3:nbo_charge:R:1
C -0.43 1.30 0.22 -0.043
C 0.61 0.86 -2.12 0.012
C 1.85 0.00 0.91 -0.438
C -1.92 -1.64 0.59 -0.855
N 0.23 0.74 -0.90 -0.082
N 0.54 0.18 0.29 -0.164
H -0.16 2.38 0.54 0.258
H -1.51 0.88 0.26 0.265
H -2.04 -0.90 1.47 0.198
H 0.12 1.43 -2.90 0.256
H 1.47 0.29 -2.39 0.229
H 1.90 -0.14 1.90 0.253
H 2.35 -0.86 0.48 0.245
H 2.58 0.88 0.68 0.208
H -2.13 -2.65 0.96 0.249
H -2.53 -1.31 -0.19 0.208
H -0.93 -1.45 0.21 0.200
```

Which of them is least stable? Easy: *iii*.

*i*
Molecular formula: C4H11N2
Method: DFT, ωB97M-V/def2-TZVPD

E_LUMO = -0.2560 Ha
gap between HOMO and LUMO = 5.659 eV
highest occupied orbital energy = -12.6 eV
charge = +1

```
17
Properties=species:S:1:pos:R:3:nbo_charge:R:1
C 0.11 -2.53 1.36 -0.720
C 0.47 -1.24 0.77 0.248
C -0.18 -0.05 1.05 -0.392
C 0.05 1.26 0.72 0.357
N -0.75 2.23 1.30 -0.865
N 0.28 0.21 -4.22 -1.067
H 0.03 -2.43 2.45 0.283
H 0.92 -3.23 1.20 0.261
H 1.37 -1.21 0.15 0.225
H -0.20 1.07 -4.46 0.369
H -0.97 -0.09 1.79 0.248
H 0.78 1.56 -0.04 0.202
H -1.16 2.88 0.63 0.419
H -0.27 2.80 1.99 0.433
H 1.16 0.36 -3.76 0.354
H -0.84 -2.86 0.92 0.298
H -0.32 -0.32 -3.60 0.348
```

*ii*
Molecular formula: C4H11N2
Method: DFT, ωB97M-V/def2-TZVPD

E_LUMO = -0.1800 Ha
gap between HOMO and LUMO = 7.690 eV
highest occupied orbital energy = -12.6 eV
charge = +1

```
17
Properties=species:S:1:pos:R:3:nbo_charge:R:1
C -2.37 -0.25 -0.71 -0.445
C -0.63 1.35 -1.23 0.122
N -1.00 0.27 -0.70 -0.399
H -2.51 -0.88 0.16 0.249
H -2.53 -0.85 -1.60 0.251
H -3.08 0.57 -0.66 0.241
H -1.36 1.92 -1.79 0.220
H 0.38 1.74 -1.14 0.229
H -0.30 -0.29 -0.15 0.463
C 0.78 -1.04 1.48 -0.589
C 1.82 -0.77 0.68 0.025
N 2.65 0.33 0.77 -0.786
H 0.50 -0.43 2.32 0.218
H 0.27 -1.99 1.38 0.226
H 2.09 -1.47 -0.10 0.209
H 2.34 1.06 1.40 0.381
H 2.96 0.70 -0.11 0.383
```

Which of them is least stable? Easy: *i*.